No. 1
The following is a DFT calculation (ωB97M-V with the def2-TZVPD basis set) of a structure of composition C28H40BF4LiO12 at a distorted geometry.

Properties
Molecular weight   662.36 g/mol
E_LUMO   -0.0202 Ha
Orbital gap   6.2 eV
HOMO   -6.7 eV

Structure (ORCA input):
```
! wB97M-V def2-TZVPD RIJCOSX def2/J DEFGRID3
* xyz 0 1
Li 3.54 1.48 -2.04
B 1.60 0.84 -0.11
F 2.92 0.61 0.21
F 0.94 1.86 0.64
F 1.61 1.22 -1.49
F 0.92 -0.35 0.00
C 5.96 2.15 -0.05
O 5.19 2.36 -1.20
H 6.34 3.22 0.48
H 6.89 1.63 -0.10
H 5.43 1.37 0.76
H 5.61 3.08 -1.52
C 1.69 4.10 2.90
O 2.88 3.24 2.83
H 1.42 4.88 2.05
H 2.01 4.64 3.78
H 0.90 3.59 3.20
H 2.67 2.33 2.60
C 2.36 3.74 -3.20
O 3.24 2.81 -3.66
H 2.69 4.26 -2.18
H 1.41 3.35 -3.25
H 2.52 4.41 -3.94
H 2.99 2.74 -4.55
C -2.09 2.34 2.58
O -1.06 1.53 3.22
H -2.30 3.25 3.20
H -2.93 1.93 2.64
H -1.82 2.76 1.51
H -0.39 1.56 2.61
C 2.11 -4.60 -4.28
C 1.56 -3.36 -3.98
C 1.23 -3.11 -2.55
C 1.55 -4.11 -1.57
C 2.12 -5.34 -1.98
C 2.36 -5.58 -3.31
O 2.88 -6.74 -3.73
O 0.94 -1.86 -2.18
H 2.47 -4.64 -5.21
H 1.51 -2.44 -4.82
H 1.45 -3.94 -0.46
H 2.21 -6.12 -1.31
H 2.93 -6.75 -4.71
H 0.99 -1.42 -1.36
C -3.85 1.59 -1.39
C -2.49 1.70 -1.57
C -1.99 2.04 -2.83
C -2.83 2.58 -3.83
C -4.23 2.49 -3.64
C -4.75 2.06 -2.33
O -6.08 1.94 -2.04
O -0.67 1.97 -3.13
H -4.36 1.28 -0.44
H -1.79 1.23 -0.78
H -2.47 2.84 -4.72
H -4.76 2.93 -4.36
H -6.69 2.24 -2.74
H -0.35 1.31 -2.51
C 0.87 -1.57 3.10
C 0.09 -2.33 3.93
C -0.07 -1.93 5.38
C 0.70 -0.92 5.88
C 1.48 -0.09 5.10
C 1.60 -0.41 3.65
O 2.15 0.47 2.84
O -0.86 -2.60 6.11
H 1.07 -1.76 2.24
H -0.40 -3.23 3.48
H 0.48 -0.76 6.90
H 2.11 0.88 5.66
H 2.22 0.31 1.77
H -1.62 -3.31 5.73
C -5.00 -2.63 0.09
C -4.90 -2.39 1.51
C -3.70 -1.76 1.98
C -2.61 -1.52 1.09
C -2.76 -1.91 -0.30
C -3.89 -2.36 -0.81
O -3.95 -2.46 -2.18
O -3.51 -1.67 3.35
H -5.86 -2.77 -0.26
H -5.67 -2.71 2.07
H -1.67 -0.91 1.38
H -1.94 -1.85 -0.92
H -3.60 -1.86 -2.65
H -2.91 -1.08 3.71
*
```

No. 2
The following is a DFT calculation (ωB97M-V with the def2-TZVPD basis set) of a structure of composition C44H38BrN3O3PdS2Se at a distorted geometry.

Properties
Molecular weight   986.22 g/mol
E_LUMO (alpha / beta)   -0.1856 / -0.2830 Ha
Orbital gap (alpha / beta)   7.7 / 5.0 eV
HOMO (alpha / beta)   -12.7 / -12.7 eV

Structure (ORCA input):
```
! wB97M-V def2-TZVPD RIJCOSX def2/J DEFGRID3
* xyz 2 3
Pd 0.88 -1.48 0.40
O 3.32 -5.25 4.79
C 2.60 -4.53 3.94
C 1.34 -4.00 4.24
C 0.69 -3.25 3.28
N 1.20 -3.03 2.07
C 2.39 -3.55 1.80
Br 3.00 -3.19 0.03
C 3.13 -4.31 2.66
H 2.89 -5.35 5.65
H 0.89 -4.16 5.21
H -0.29 -2.83 3.47
H 4.09 -4.72 2.39
C 2.12 -0.48 -7.57
C 1.90 -0.46 -6.08
C 1.28 -1.52 -5.42
C 1.03 -1.46 -4.06
C 1.39 -0.32 -3.36
C 2.06 0.73 -3.98
C 2.31 0.65 -5.34
S 1.06 -0.13 -1.61
O 2.15 0.81 -1.21
C -0.33 1.02 -1.56
C -0.89 1.47 -2.77
C -1.72 2.55 -2.77
C -1.92 3.30 -1.59
C -2.68 4.49 -1.60
C -2.84 5.22 -0.46
C -2.22 4.80 0.73
C -1.51 3.64 0.78
C -1.35 2.83 -0.37
C -0.65 1.58 -0.34
C -0.56 0.90 1.01
C -1.87 0.72 1.62
C -3.07 0.79 0.87
C -4.29 0.72 1.48
C -4.39 0.56 2.87
C -3.25 0.38 3.61
C -1.98 0.40 3.00
C -0.82 0.08 3.73
C 0.38 0.03 3.10
C 0.54 0.47 1.76
S 2.35 0.44 1.34
O 2.94 -0.47 2.33
C 2.69 2.12 1.87
C 2.28 3.18 1.06
C 2.42 4.47 1.54
C 2.98 4.71 2.80
C 3.13 6.11 3.30
C 3.41 3.62 3.56
C 3.29 2.32 3.10
H 1.78 -1.41 -8.01
H 3.18 -0.35 -7.80
H 1.59 0.35 -8.03
H 1.00 -2.40 -5.98
H 0.56 -2.29 -3.56
H 2.38 1.58 -3.40
H 2.82 1.47 -5.83
H -0.66 0.96 -3.69
H -2.21 2.87 -3.69
H -3.12 4.81 -2.54
H -3.42 6.14 -0.48
H -2.32 5.41 1.62
H -1.04 3.34 1.71
H -3.03 0.88 -0.21
H -5.19 0.79 0.88
H -5.36 0.56 3.35
H -3.31 0.19 4.68
H -0.90 -0.17 4.78
H 1.27 -0.29 3.64
H 1.87 2.99 0.08
H 2.11 5.30 0.93
H 2.18 6.64 3.27
H 3.83 6.67 2.66
H 3.51 6.14 4.32
H 3.86 3.80 4.53
H 3.64 1.48 3.68
C -1.74 -5.46 0.64
N -2.10 -4.90 -0.65
C -2.59 -5.59 -1.72
C -2.81 -4.70 -2.71
N -2.45 -3.47 -2.23
C -2.56 -2.21 -2.95
C -2.00 -3.59 -0.96
Se -1.60 -2.19 0.20
H -1.95 -6.52 0.64
H -2.32 -4.98 1.43
H -0.68 -5.30 0.84
H -2.75 -6.66 -1.69
H -3.19 -4.84 -3.71
H -3.04 -2.40 -3.91
H -1.58 -1.78 -3.12
H -3.16 -1.51 -2.38
*
```

No. 3
The following is a DFT calculation (ωB97M-V with the def2-TZVPD basis set) of a cluster of 2 separate species, C4H10Cl2Si in total at a distorted geometry.

Properties
Molecular weight   157.12 g/mol
E_LUMO   -0.0804 Ha
Orbital gap   7.7 eV
HOMO   -9.9 eV

Structure (ORCA input):
```
! wB97M-V def2-TZVPD RIJCOSX def2/J DEFGRID3
* xyz 0 1
C -1.14 -1.40 0.74
C -1.40 1.04 -0.83
C 1.96 -0.24 -0.62
C 1.23 0.21 0.54
Si -0.60 0.42 0.73
Cl 2.04 -2.03 -0.30
Cl 1.65 2.86 0.15
H -2.05 -1.64 1.36
H -1.60 -1.73 -0.15
H -0.45 -2.16 1.07
H -2.54 1.05 -0.88
H -1.13 2.10 -1.24
H -1.23 0.50 -1.77
H 1.40 -0.26 -1.49
H 3.04 -0.08 -0.51
H 1.93 0.32 1.31
H -1.11 1.05 1.89
*
```

No. 4
The following is a DFT calculation (ωB97M-V with the def2-TZVPD basis set) of a cluster of 3 separate species, C27H41N6O6P2S in total at a distorted geometry.

Properties
Molecular weight   639.68 g/mol
E_LUMO   -0.1740 Ha
Orbital gap   6.3 eV
HOMO   -11.0 eV

Structure (ORCA input):
```
! wB97M-V def2-TZVPD RIJCOSX def2/J DEFGRID3
* xyz 1 1
C 2.67 -4.13 2.85
C 2.29 -3.49 1.50
C 0.93 -2.80 1.49
O 0.98 -1.43 1.93
C 1.45 -0.51 0.98
C 2.53 0.28 1.68
P 3.80 -0.34 2.87
N 4.90 -1.18 2.16
N 2.45 1.51 1.36
C 1.39 1.79 0.35
N 0.71 3.07 0.49
C 0.94 3.78 1.45
S 1.29 4.75 2.60
C 2.17 1.87 -0.98
C 2.75 3.09 -1.32
C 3.48 3.18 -2.49
C 3.60 2.03 -3.26
N 3.07 0.86 -2.97
C 2.38 0.80 -1.84
C 0.41 0.60 0.57
C -0.41 0.11 -0.66
C -1.90 0.34 -0.62
C -2.39 1.60 -0.98
C -3.77 1.83 -0.98
C -4.66 0.83 -0.64
C -4.17 -0.43 -0.28
C -5.14 -1.53 0.06
C -2.80 -0.66 -0.28
P -0.65 0.88 2.08
O -1.56 2.01 1.91
O 0.37 1.13 3.29
O -1.39 -0.46 2.44
H 3.57 -3.66 3.23
H 2.87 -5.18 2.71
H 1.85 -4.02 3.55
H 3.05 -2.78 1.17
H 2.25 -4.25 0.73
H 0.26 -3.30 2.19
H 0.47 -2.88 0.51
H 1.86 -1.08 0.15
H 3.03 -1.03 3.81
H 4.21 0.84 3.53
H 5.81 -0.74 2.29
H 3.10 2.19 1.75
H 2.64 3.96 -0.69
H 3.95 4.10 -2.78
H 4.17 2.10 -4.18
H 1.95 -0.15 -1.59
H -0.04 0.54 -1.58
H -0.27 -0.97 -0.71
H -1.74 2.40 -1.27
H -4.11 2.82 -1.25
H -5.72 1.01 -0.66
H -5.02 -2.33 -0.67
H -4.96 -1.95 1.05
H -6.16 -1.19 -0.05
H -2.44 -1.64 0.00
H 0.39 0.33 3.83
H -2.34 -0.28 2.46
C -10.50 -1.31 0.08
C -9.44 -1.23 1.16
O -8.60 -2.10 1.30
N -9.45 -0.13 1.96
C -10.36 1.00 1.93
H -10.36 -2.24 -0.47
H -11.50 -1.32 0.53
H -10.42 -0.47 -0.61
H -8.72 -0.14 2.66
H -9.80 1.92 1.76
H -10.88 1.08 2.89
H -11.09 0.88 1.15
C 9.14 -0.27 -4.33
C 7.73 -0.34 -4.87
O 7.48 -0.85 -5.95
N 6.73 0.18 -4.10
C 6.83 0.82 -2.81
H 9.81 -0.72 -5.05
H 9.44 0.77 -4.18
H 9.22 -0.81 -3.38
H 5.82 0.09 -4.52
H 6.23 0.27 -2.09
H 6.45 1.84 -2.87
H 7.86 0.85 -2.46
*
```

No. 5
The following is a DFT calculation (ωB97M-V with the def2-TZVPD basis set) of a structure of composition C13H32O3PtSSi at a distorted geometry.

Properties
Molecular weight   491.63 g/mol
E_LUMO (alpha / beta)   0.0205 / -0.0617 Ha
Orbital gap (alpha / beta)   7.0 / 7.6 eV
HOMO (alpha / beta)   -6.4 / -9.2 eV

Structure (ORCA input):
```
! wB97M-V def2-TZVPD RIJCOSX def2/J DEFGRID3
* xyz 0 3
Pt -0.06 -0.23 0.37
C 1.05 -2.03 -2.85
H 0.36 -1.61 -3.59
H 2.08 -1.84 -3.16
H 0.87 -3.10 -2.74
H 0.87 -1.53 -1.87
H 0.78 -0.77 -0.82
C -1.56 -1.76 1.88
C -2.21 -0.42 2.20
C -3.44 -0.19 1.33
C -2.44 -0.14 3.67
O -1.12 0.55 1.86
Si -1.06 2.20 1.41
S -0.09 1.94 -0.39
O -2.58 2.80 1.42
C -3.31 3.84 2.14
C -3.56 5.01 1.20
C -4.65 3.24 2.56
C -2.59 4.33 3.39
O -0.26 2.96 2.62
C 1.15 3.27 2.82
C 1.56 4.38 1.87
C 1.27 3.74 4.27
C 2.02 2.04 2.62
H -2.29 -2.57 1.95
H -0.74 -1.95 2.58
H -1.18 -1.75 0.81
H -4.24 -0.85 1.70
H -3.80 0.85 1.40
H -3.26 -0.45 0.28
H -1.49 -0.24 4.22
H -2.82 0.88 3.79
H -3.17 -0.84 4.09
H -4.13 4.68 0.32
H -4.16 5.77 1.72
H -2.62 5.47 0.88
H -4.50 2.40 3.26
H -5.24 4.01 3.07
H -5.21 2.90 1.68
H -2.43 3.52 4.10
H -1.65 4.83 3.15
H -3.23 5.08 3.89
H 0.92 5.26 2.03
H 2.60 4.67 2.08
H 1.50 4.04 0.83
H 1.02 2.92 4.96
H 2.31 4.04 4.43
H 0.61 4.59 4.47
H 1.74 1.27 3.35
H 1.94 1.62 1.61
H 3.06 2.33 2.79
*
```

No. 6
The following is a DFT calculation (ωB97M-V with the def2-TZVPD basis set) of the molecule C6H9FO3S at a distorted geometry.

Properties
SMILES   CCSC[C@]1(F)COC(=O)O1
Molecular weight   180.20 g/mol
E_LUMO   0.0220 Ha
Orbital gap   9.8 eV
HOMO   -9.2 eV

Structure (ORCA input):
```
! wB97M-V def2-TZVPD RIJCOSX def2/J DEFGRID3
* xyz 0 1
C -1.96 0.52 -1.18
C -1.62 -0.99 -1.35
S 0.15 -1.38 -1.63
C 1.19 -0.07 -0.91
C 1.60 -0.34 0.57
F 2.58 -1.27 0.64
C 0.39 -0.55 1.51
O 0.46 0.43 2.56
C 1.31 1.39 2.10
O 1.44 2.44 2.55
O 2.04 0.94 1.03
H -2.89 0.78 -1.72
H -2.16 0.74 -0.11
H -1.18 1.20 -1.56
H -1.99 -1.59 -0.51
H -2.15 -1.33 -2.26
H 2.14 -0.08 -1.48
H 0.78 0.95 -0.98
H 0.31 -1.59 1.84
H -0.46 -0.20 0.90
*
```